Entry 1:
An isolated ion of composition C7H13N3 and charge +2 at a distorted geometry. Source: OMol25; level of theory: ωB97M-V with the def2-TZVPD basis set.

Values from the calculation:
* frontier orbital gap: 9.74 eV
* total charge: +2
* LUMO energy: -7.14 eV
* HOMO: -16.880 eV

Geometry (Å):
C 0.08143 2.37032 0.70152
C -0.19334 1.77011 -0.49024
C 0.85335 0.33060 0.83456
C 1.24149 -1.09767 1.14297
C 0.39619 -0.96965 -1.22495
C 0.50407 -1.94110 -0.03849
C -1.03845 2.23177 -1.58927
N 0.20045 0.50245 -0.30537
N 0.66969 1.49367 1.55017
N -0.86278 -2.32858 0.40655
H -0.23015 3.41246 1.09007
H 2.25333 -1.18798 1.03010
H 1.11563 -1.25229 2.24990
H 1.27859 -1.10894 -1.87451
H -0.49031 -0.79599 -1.81690
H 1.09986 -2.91568 -0.11533
H -1.97154 1.62805 -1.89547
H -1.65469 3.19298 -1.43434
H -0.52673 2.26834 -2.59144
H 0.75261 1.53401 2.61744
H -1.53392 -2.70969 -0.30109
H -1.17881 -1.46119 0.83916
H -0.76596 -2.96600 1.21496



Entry 2:
A 2-piece molecular cluster, C7H13N3O overall at a distorted geometry. Source: OMol25; level of theory: ωB97M-V with the def2-TZVPD basis set.

Values from the calculation:
* frontier orbital gap: 9.32 eV
* total charge: 0
* LUMO energy: 0.75 eV
* HOMO: -8.572 eV

Geometry (Å):
C -2.05284 1.29537 0.43856
C -1.18021 1.89357 -0.67384
C -1.62653 -0.08131 0.78305
C -2.30081 -1.26099 0.57927
C -0.49965 -1.58519 1.79829
N -0.51987 -0.28831 1.55835
N -1.57774 -2.21121 1.24167
H -1.80627 1.87702 1.33480
H -3.12323 1.42504 0.30695
H -0.55597 1.25853 -1.29666
H -3.05619 -1.40315 -0.17379
H 0.18094 -2.09751 2.45133
H -1.69542 -3.21114 1.34822
H -0.47614 2.62197 -0.26782
H -1.79164 2.49504 -1.35682
C 2.48502 0.91147 -0.47816
C 2.28986 -0.19259 -1.47311
O 2.00962 -0.04993 -2.64010
N 2.41863 -1.45635 -0.94708
H 3.53758 1.17060 -0.30238
H 1.81864 0.82112 0.37331
H 2.37792 -2.21750 -1.58211
H 2.85753 -1.57746 -0.04323
H 2.28677 1.86290 -0.97869



Entry 3:
An isolated molecule of C7H13N3O2 at a distorted geometry. Source: OMol25; level of theory: ωB97M-V with the def2-TZVPD basis set.

Values from the calculation:
* frontier orbital gap (spin up / spin down): 4.85 / 6.79 eV
* <S²>: 2.01
* total charge: 0
* spin multiplicity: 3
* LUMO energy (spin up / spin down): 0.87 / -1.83 eV
* HOMO (spin up / spin down): -3.983 / -8.629 eV

Geometry (Å):
C -0.08406 1.04797 -0.91395
C 0.56246 0.17402 -1.98427
C 0.34143 1.05857 1.39133
C -1.14411 -0.89922 1.62765
C -2.33925 -0.23386 0.99937
C 2.43224 -0.80896 -0.72736
C -0.89621 0.15692 -1.91992
N 0.00912 0.52399 0.30656
N 1.44988 -0.93370 -1.76509
N 0.06735 0.78966 2.63388
O -0.81617 -0.32728 2.90967
O -0.55513 -1.87328 1.27476
H 0.22857 2.06572 -0.94786
H 0.94735 0.59142 -2.82071
H 0.90586 1.99093 1.17847
H -2.13327 -0.04205 -0.07145
H -2.66435 0.61431 1.41088
H -3.24335 -0.89912 1.09021
H 2.84843 0.24811 -0.99435
H 3.06818 -1.66450 -0.72730
H 2.12522 -0.70145 0.29119
H -1.44071 0.62538 -2.59606
H -1.19517 -0.74730 -1.46103
H 0.52885 1.13602 3.51833
H 0.99685 -1.89230 -1.70294



Entry 4:
A 2-piece molecular cluster, C7H13N3O3 overall at a distorted geometry. Source: OMol25; level of theory: ωB97M-V with the def2-TZVPD basis set.

Values from the calculation:
* frontier orbital gap (spin up / spin down): 7.08 / 7.61 eV
* total charge: +2
* LUMO energy (spin up / spin down): -7.00 / -6.70 eV
* HOMO (spin up / spin down): -14.084 / -14.320 eV

Geometry (Å):
C 1.10218 0.32043 -0.12550
C 0.10181 1.42438 -0.24486
C -0.99570 -0.52574 -0.27653
C 2.41612 0.55362 0.02634
C -1.98741 -1.33804 -0.64461
C 3.48179 -0.46483 0.28658
C -4.50300 0.04421 0.22596
N 0.35923 -0.82576 -0.13855
N 4.81497 0.03788 -0.16901
N -4.33407 1.49310 0.16725
O 0.26525 2.60071 -0.26133
O -1.13104 0.83506 -0.30407
O -2.22586 -2.58994 -0.39054
H 2.70059 1.59501 0.05271
H 3.27313 -1.40673 -0.22559
H 3.55298 -0.66740 1.36235
H -4.52301 -0.38508 1.21062
H -5.14653 -0.37130 -0.52807
H 0.69163 -1.77550 -0.08336
H 4.81946 0.18158 -1.18932
H 5.56251 -0.62870 0.07226
H 5.03168 0.94204 0.27746
H -3.99125 1.77286 -0.76304
H -3.65026 1.80194 0.87108
H -5.22527 1.99523 0.33935
H -2.80866 -3.01988 -1.04082



Entry 5:
An isolated molecule of C7H13N3O4 at a distorted geometry. Source: OMol25; level of theory: ωB97M-V with the def2-TZVPD basis set.

Values from the calculation:
* frontier orbital gap: 9.80 eV
* total charge: 0
* LUMO energy: 0.26 eV
* HOMO: -9.537 eV

Geometry (Å):
C -1.22949 3.21331 -0.08990
C -0.56535 2.02618 0.38335
C -0.51367 -0.37131 0.37641
C 0.12197 -0.41998 1.71807
C 0.46596 -0.87290 -0.85586
C 0.66564 -2.44989 -1.05666
C 2.16934 -2.68143 -1.09905
H -3.26777 2.67207 0.05130
H -2.68727 3.74384 -1.18585
H -0.59529 3.60522 -0.94052
H -1.10619 3.92102 0.69183
H -2.06805 0.96041 -0.78140
H -1.40221 -1.00371 0.46922
H 1.51378 -0.38286 -1.15792
H -0.14278 -0.63492 -1.83100
H 0.16694 -2.66501 -2.07466
H 0.22310 -3.06553 -0.26128
H 2.34972 -1.76806 0.85712
H 3.76440 -2.48032 0.12014
H -0.54808 -0.48153 3.62408
N -2.54945 2.83989 -0.72166
N -1.28488 0.89851 0.17723
N 2.74897 -2.60010 0.28643
O 0.65838 2.07377 0.68901
O 1.05047 -1.08505 2.02778
O 2.94188 -2.94084 -2.13095
O -0.88008 -0.05076 2.71475



Entry 6:
An isolated ion of composition C7H13N4 and charge +1 at a distorted geometry. Source: OMol25; level of theory: ωB97M-V with the def2-TZVPD basis set.

Values from the calculation:
* frontier orbital gap: 11.35 eV
* total charge: +1
* LUMO energy: -3.37 eV
* HOMO: -14.715 eV

Geometry (Å):
C -3.82307 -2.18802 -0.96014
C -2.45770 -2.01099 -0.82318
C 1.38107 1.44411 0.13751
C 0.32066 1.29672 1.25409
C 1.52576 0.22714 -0.81342
C -0.98146 0.81461 0.55803
C 0.16876 -0.11751 -1.30584
N -4.93099 -2.34574 -1.18770
N -2.09637 -0.84581 -0.58794
N -1.78313 -3.14909 -0.89706
N -0.74372 -0.37952 -0.22369
H 0.94161 2.34203 -0.34395
H 2.33744 1.82739 0.62500
H 0.64327 0.65492 2.05354
H -0.08816 2.21648 1.75653
H 2.09956 0.43102 -1.76340
H 2.13724 -0.58279 -0.40366
H -1.81947 0.78174 1.33700
H -1.33855 1.70118 -0.10576
H -0.41915 0.62289 -1.82456
H 0.41174 -0.98450 -1.91772
H -2.40787 -3.94170 -1.19905
H -0.84415 -3.51101 -0.54426
H -0.56973 -1.08993 0.48937



Entry 7:
A 2-piece molecular cluster, C7H13N4 overall at a distorted geometry. Source: OMol25; level of theory: ωB97M-V with the def2-TZVPD basis set.

Values from the calculation:
* frontier orbital gap: 8.69 eV
* total charge: +1
* LUMO energy: -4.85 eV
* HOMO: -13.536 eV

Geometry (Å):
C -0.03626 -1.65370 1.08088
C 0.59449 0.68244 0.34623
C 3.88847 1.52172 0.15695
C -3.99094 -0.50161 0.94378
C 1.84709 0.42451 -0.00777
C 3.00710 0.52669 0.90923
C -3.96595 0.80115 0.15178
N -0.48489 0.37703 -0.41755
N -1.63608 0.70126 -0.27912
N -1.09939 -1.43483 1.37200
N -2.69714 1.14928 -0.34814
H 0.44930 1.37523 1.16278
H 4.77501 1.73940 0.70934
H 3.47126 2.44084 -0.04322
H 4.19379 1.13857 -0.78518
H -5.03150 -0.50891 1.53372
H -3.98366 -1.37385 0.32720
H -3.10964 -0.51655 1.65625
H 1.79387 -0.09645 -0.98340
H 2.70763 1.04966 1.76210
H 3.41488 -0.49818 0.95474
H 1.01510 -1.82922 1.17315
H -4.59287 0.77917 -0.83757
H -4.38775 1.83954 0.53900



Entry 8:
A 2-piece molecular cluster, C7H13N4 overall. Source: OMol25; level of theory: ωB97M-V with the def2-TZVPD basis set.

Values from the calculation:
* frontier orbital gap: 8.33 eV
* total charge: +1
* LUMO energy: -3.08 eV
* HOMO: -11.415 eV

Geometry (Å):
C 3.69359 0.03568 1.83394
N 4.87478 0.16588 2.44161
N 2.92738 1.10380 1.64315
N 3.28886 -1.17097 1.42067
C 3.29151 2.45368 2.06160
H 5.18711 1.08697 2.75876
H 5.46763 -0.65445 2.59032
H 2.02838 0.96813 1.17419
H 2.38414 -1.27459 0.95454
H 3.88372 -1.98961 1.57066
H 2.47360 3.13691 1.77729
H 4.21872 2.79034 1.56811
H 3.43373 2.51050 3.15391
N -2.90475 -0.46536 -1.51925
C -4.00737 -0.80240 -0.83282
C -3.00460 -0.44817 -2.85727
C -5.22284 -1.12769 -1.43326
C -4.17461 -0.75740 -3.54947
C -5.31013 -1.10518 -2.82268
H -3.90788 -0.81135 0.26062
H -2.09319 -0.17032 -3.40292
H -6.08840 -1.39504 -0.81284
H -4.18927 -0.72418 -4.64687
H -6.25014 -1.35522 -3.33205



Entry 9:
An isolated ion of composition C7H13N4 and charge +1 at a distorted geometry. Source: OMol25; level of theory: ωB97M-V with the def2-TZVPD basis set.

Values from the calculation:
* frontier orbital gap: 9.21 eV
* total charge: +1
* LUMO energy: -4.10 eV
* HOMO: -13.317 eV

Geometry (Å):
C 3.18725 -0.89345 -0.08983
C 3.26011 0.50438 0.24970
C 1.93114 -1.33551 -0.23627
C -0.08862 0.10897 -0.06191
C -0.95845 -2.09619 0.45926
C -2.30970 -0.39792 -0.61789
C -1.27862 2.42989 0.40593
N 2.03419 0.87275 0.24336
N 1.17525 -0.16640 -0.03003
N -1.03998 -0.76687 -0.08610
N -0.43485 1.77562 -0.52659
H 4.19476 -1.49718 -0.13108
H 3.99613 1.25095 0.27879
H 1.61768 -2.26246 -0.71665
H -1.73706 -2.13958 1.15355
H -1.26377 -2.62468 -0.38379
H 0.03368 -2.36955 0.89339
H -2.99700 -0.25365 0.23600
H -2.43184 0.52344 -1.27750
H -2.69770 -1.09328 -1.29928
H -0.89819 2.59587 1.46919
H -2.32058 2.10928 0.62697
H -1.40734 3.49999 0.17326
H 0.43350 2.22555 -0.73250



Entry 10:
An isolated ion of composition C7H13N4O and charge +1 at a distorted geometry. Source: OMol25; level of theory: ωB97M-V with the def2-TZVPD basis set.

Values from the calculation:
* frontier orbital gap: 9.13 eV
* total charge: +1
* LUMO energy: -3.71 eV
* HOMO: -12.832 eV

Geometry (Å):
C 1.37530 -1.37696 -1.92111
C 2.64446 0.15379 -0.96903
C 0.35186 -0.43395 -1.03961
C 1.43487 0.50800 -0.61058
C 0.80006 -1.29578 1.24354
C -1.19856 1.54096 -1.40871
C -1.90172 1.62450 -0.07831
N 2.57728 -1.00502 -1.70877
N 0.13576 -1.34979 0.12952
N 0.69126 -2.08611 2.27199
N -0.82688 0.08307 -1.53120
O -0.97347 1.31970 0.99477
H 0.98794 -2.14973 -2.50954
H 3.58947 0.64530 -0.91388
H 1.25775 1.24047 0.20159
H 1.49466 -0.50957 1.27242
H -0.22103 2.13769 -1.54799
H -1.83592 1.82217 -2.23564
H -2.39218 2.59682 0.02903
H -2.61021 0.74898 -0.17788
H -0.58973 -2.08900 -0.12416
H 1.09693 -1.99808 3.20355
H -0.22973 -2.54740 2.26786
H -1.14499 -0.32171 -2.36269
H -0.27795 2.08921 1.15937



The records above yield energy above the lowest of the compared OMol25 structures with the same formula, charge and spin values of 35.8; 13.1; 128.9; 30.9; 101.5; 98.6; 174.9; 0.0; 112.1; 50.0 kcal/mol, respectively.